The following is a quantum chemistry calculation of a molecular structure, C25H20CdCl3NO3Si, from the OMol25 dataset.

```
54
Properties=species:S:1:pos:R:3:forces:R:3:nbo_charge:R:1
Cd 0.224586 1.181366 0.342686 -1.003 1.134 1.061 1.55
C -0.310677 -5.534739 2.053682 0.241 0.130 0.133 -0.26
O 1.036342 -5.308813 1.614405 -0.463 -0.053 0.004 -0.51
C 1.428058 -4.026820 1.381491 0.055 0.871 -0.586 0.36
C 2.826071 -3.869635 1.235089 -0.180 2.703 0.182 -0.38
C 3.367836 -2.570132 1.156537 0.286 -1.102 -0.155 -0.11
C 2.588756 -1.400898 1.098577 -1.433 0.050 0.015 -0.37
C 3.103775 -0.027217 0.932860 0.104 -0.466 1.532 0.59
C 4.629144 -0.003023 0.862350 0.018 -0.063 -1.713 -0.71
O 2.450088 1.041231 0.951431 1.589 -1.797 -0.538 -0.65
C 1.155967 -1.618339 1.311757 -0.064 1.767 -0.007 0.55
O 0.387959 -0.632949 1.599021 0.028 -0.389 -0.506 -0.82
C 0.588668 -2.909264 1.287843 2.147 -1.923 0.699 -0.44
H -0.322432 -6.563639 2.443632 -0.039 0.384 -0.172 0.18
H -1.031650 -5.446739 1.224275 0.230 0.107 0.318 0.18
H -0.558951 -4.830373 2.866310 -0.120 -0.299 -0.377 0.20
H 3.491864 -4.671641 1.314175 0.668 -1.245 0.148 0.20
H 4.469854 -2.519141 1.209333 -0.656 0.050 -0.314 0.19
H 4.911976 -0.654157 -0.011109 -0.098 1.029 0.388 0.22
H 5.161195 -0.491360 1.652625 -0.196 -0.204 0.966 0.22
H 5.003668 1.013701 0.783317 -0.050 0.028 -0.295 0.23
H -0.415748 -3.018796 1.550335 -1.566 0.164 0.073 0.23
Cl 0.957364 2.739225 3.619312 0.450 0.409 1.184 -0.47
Si 0.706718 3.638939 1.758517 -2.285 -3.044 -1.642 0.61
Cl 2.354005 4.555691 1.070805 1.889 1.577 -0.026 -0.45
Cl -0.844498 5.059937 1.996493 0.134 0.679 0.396 -0.48
C -0.486773 1.547215 -1.620484 1.256 1.656 -4.136 -0.56
C -0.349762 2.205946 -2.690836 -0.041 -2.004 4.328 -0.14
C -0.068421 2.894449 -3.869851 -0.623 -0.304 -2.850 -0.12
C 0.021131 2.082435 -5.064624 -0.122 -1.082 1.980 -0.18
C 0.089627 2.625449 -6.305485 0.081 0.834 -0.914 -0.23
C 0.136729 4.027337 -6.458241 -1.019 -0.433 1.021 -0.26
C -0.022216 4.841862 -5.327551 1.545 1.185 0.673 -0.22
C -0.044473 4.297917 -4.042892 0.451 -1.519 0.863 -0.22
H 0.029684 0.966208 -4.912812 -0.162 1.339 -0.211 0.22
H 0.049106 1.975712 -7.189505 0.294 0.318 0.327 0.20
H 0.159523 4.402826 -7.450417 0.095 0.619 -0.635 0.19
H 0.113861 5.962392 -5.290104 -0.388 -1.262 -0.817 0.20
H 0.112531 4.811743 -3.078882 -0.635 0.438 -0.883 0.23
C -2.307848 1.879036 0.677137 -0.734 -0.443 1.211 -0.73
C -2.806261 0.698954 1.244454 0.404 0.905 -1.319 -0.02
C -2.970218 -0.475131 0.400821 0.000 0.219 -0.499 -0.29
C -3.346625 -1.640500 0.973386 0.821 -1.034 -0.329 -0.15
C -3.549339 -1.722283 2.364155 -0.716 -1.081 1.518 -0.37
C -3.650511 -0.575661 3.200439 2.063 0.956 -2.053 -0.15
C -3.184136 0.603727 2.615418 -1.574 -0.826 1.774 -0.28
C -3.600281 -3.005861 2.962287 -1.482 -1.629 0.293 0.33
N -3.809919 -4.079687 3.396664 0.806 1.456 -0.455 -0.51
H -2.236017 2.766746 1.319609 -0.148 -0.310 -0.545 0.20
H -2.422509 1.960260 -0.391436 0.265 0.359 0.046 0.21
H -2.701651 -0.461572 -0.684530 -0.321 0.319 1.074 0.21
H -3.338653 -2.601990 0.398588 -0.119 0.978 0.479 0.20
H -3.882548 -0.601505 4.258671 -0.126 -0.246 -0.131 0.20
H -3.293967 1.481559 3.260270 0.442 0.099 -0.579 0.19
```
Forces are in eV/Å.

As for the energy above the lowest of the compared OMol25 structures with the same formula, charge and spin: 105.1 kJ/mol. As for the net charge: -2. The gap between HOMO and LUMO is 4.70 eV. Its HOMO energy is -0.0100 Ha.

=====

The following is a quantum chemistry calculation of a molecular structure, C31H41BF2N4O4PtTe, from the OMol25 dataset.

```
85
Properties=species:S:1:pos:R:3:forces:R:3:lowdin_charge:R:1
Pt -1.342276 -1.442287 0.885336 0.511 0.542 0.019 1.12
C 3.142544 -2.239623 0.132033 -0.092 0.059 -0.070 -0.07
C 1.737723 -2.484902 0.675398 0.043 -0.324 -0.076 -0.74
O 1.442510 -3.628589 1.068932 0.057 0.089 0.111 -0.03
N 0.883832 -1.477819 0.733724 -0.326 -0.287 0.263 -0.13
Te 1.757897 0.904299 0.812185 0.292 0.531 -0.185 1.57
C 2.755848 2.811637 0.394960 0.129 0.097 0.212 -0.39
C 3.178051 3.612068 1.471220 -0.003 -0.098 0.018 -0.33
C 2.782372 3.369782 2.910982 0.000 0.027 -0.036 -0.10
C 4.005964 4.711430 1.239084 -0.008 0.036 -0.048 -0.03
C 4.440080 5.049553 -0.030352 -0.015 -0.005 0.026 -0.28
C 5.349873 6.225898 -0.261977 0.005 -0.018 -0.004 -0.06
C 4.018873 4.255092 -1.089716 0.009 0.025 0.001 -0.03
C 3.197110 3.153316 -0.895838 -0.121 -0.114 -0.088 -0.30
C 2.767029 2.359399 -2.099992 0.001 0.083 0.012 -0.08
C -0.267743 1.348538 0.150696 -0.372 -0.052 -0.039 -0.47
C -0.699117 0.972145 -1.254818 0.347 -0.129 0.203 -0.24
C 0.112537 0.031314 -2.101289 -0.074 0.012 0.060 -0.07
C -1.901778 1.385124 -1.674393 -0.264 0.149 -0.018 0.00
C -2.769523 2.307330 -0.953105 -0.083 -0.467 -0.152 -0.25
C -4.174499 2.516853 -1.456905 0.067 0.014 -0.016 -0.04
C -2.333573 2.868498 0.173235 0.705 0.898 -0.596 -0.01
C -1.566740 1.599387 1.702356 1.392 -0.204 1.469 -0.30
C -2.259342 1.639039 3.013565 -0.336 -0.080 -0.200 0.01
H 3.634850 -3.205804 0.043173 0.003 -0.005 -0.013 0.07
H 3.708228 -1.604927 0.817655 -0.004 0.001 0.001 0.05
H 3.116700 -1.740631 -0.837968 0.002 0.018 0.008 0.06
H 1.962822 2.662353 3.002118 -0.025 0.009 0.000 0.01
H 2.488742 4.311227 3.381234 0.020 -0.005 0.003 0.08
H 3.623366 2.968217 3.481529 -0.002 -0.019 -0.014 0.08
H 4.312621 5.320370 2.084906 0.003 -0.001 -0.003 0.11
H 5.438372 6.838160 0.635415 0.001 -0.001 0.000 0.07
H 4.980065 6.858308 -1.070838 -0.001 -0.002 0.000 0.08
H 6.352176 5.892447 -0.540601 0.000 0.011 0.001 0.08
H 4.342074 4.497623 -2.097707 -0.003 0.000 -0.001 0.11
H 3.357684 2.620764 -2.978596 0.009 0.022 0.013 0.08
H 1.717402 2.562141 -2.329218 0.013 -0.038 0.003 0.08
H 2.858383 1.289138 -1.916117 0.012 0.010 -0.012 0.04
H 0.562527 -0.752423 -1.495415 -0.012 -0.021 0.007 0.04
H 0.909579 0.563823 -2.623447 -0.034 -0.040 0.011 0.05
H -0.531623 -0.454016 -2.832676 -0.002 0.014 -0.020 0.08
H -2.272702 0.980922 -2.610871 -0.012 0.078 -0.024 0.12
H -4.280650 2.154474 -2.479259 0.005 0.039 -0.013 0.07
H -4.459628 3.569481 -1.433824 -0.016 -0.002 0.037 0.08
H -4.876416 1.957072 -0.835701 -0.006 -0.015 -0.024 0.08
H -2.910639 3.627351 0.692501 -0.158 -0.107 0.019 0.13
H -2.879064 2.524541 3.136273 -0.005 0.016 -0.023 0.08
H -1.482078 1.640808 3.781780 -0.033 0.025 0.029 0.10
H -2.869143 0.745295 3.133338 0.034 0.000 0.013 0.08
C -0.844586 4.558131 2.461078 -0.028 -0.017 -0.048 -0.08
C -0.321121 3.955534 1.160262 0.316 -0.215 0.129 -0.16
C -0.955174 2.625156 0.786672 -1.523 -0.017 -0.144 -0.29
N -1.079759 0.555223 1.132651 -0.174 -0.404 -0.766 -0.10
H -0.372680 5.524122 2.645557 0.004 0.001 -0.010 0.07
H -0.617484 3.909108 3.307665 0.003 0.018 0.012 0.07
H -1.924465 4.719083 2.440890 -0.001 -0.001 0.010 0.07
H 0.754971 3.837369 1.238455 0.015 -0.001 0.015 0.06
H -0.494591 4.643909 0.328742 0.016 0.020 -0.002 0.12
C 1.074321 -5.157534 -1.899502 -0.032 -0.005 0.000 -0.07
C -0.349815 -5.516915 -2.305795 0.057 0.009 -0.007 -0.18
C -1.384868 -5.284454 -1.197152 -0.027 -0.038 -0.028 -0.30
C -2.782967 -5.666332 -1.741311 -0.027 0.026 0.002 -0.17
C -3.920578 -5.547327 -0.732613 0.028 -0.009 -0.008 -0.07
C -1.090370 -6.209443 -0.036154 -0.012 -0.017 0.041 -0.43
O -0.859582 -7.396283 -0.187935 0.003 -0.017 0.001 0.07
N -1.169845 -5.652362 1.200276 0.030 0.015 -0.072 0.22
C -1.366094 -4.299362 1.514541 -0.061 0.048 0.088 -0.55
O -1.455226 -3.992417 2.685256 0.011 -0.011 -0.094 0.05
N -1.470758 -3.416409 0.476114 0.048 -0.220 -0.216 -0.03
C -1.418080 -3.798601 -0.831220 -0.054 -0.033 0.244 -0.46
O -1.450148 -2.983820 -1.742441 0.006 0.047 -0.042 0.04
H 1.763665 -5.326727 -2.729381 -0.001 -0.006 0.000 0.07
H 1.412043 -5.753626 -1.050376 -0.002 0.006 0.005 0.08
H 1.143091 -4.109825 -1.605523 0.005 0.002 -0.019 0.06
H -0.411492 -6.569412 -2.588718 0.022 -0.007 0.006 0.11
H -0.655510 -4.914586 -3.162246 -0.017 0.007 0.010 0.11
H -2.713364 -6.691740 -2.111911 0.007 -0.004 0.001 0.12
H -2.969853 -5.011388 -2.594796 0.007 0.007 -0.002 0.12
H -3.787584 -6.241851 0.099717 -0.002 0.007 0.002 0.08
H -4.874770 -5.782023 -1.208033 0.009 -0.008 -0.006 0.07
H -3.991066 -4.539063 -0.323825 0.000 0.017 0.009 0.06
H -0.996837 -6.245030 1.997321 0.002 -0.019 0.004 0.16
F -4.000279 -0.203526 1.254454 0.062 -0.011 -0.024 0.08
B -3.303716 -1.348062 0.968071 -0.449 0.060 0.009 -0.77
F -4.176756 -2.343728 0.698202 0.107 -0.003 0.038 0.11
```
Forces are in eV/Å.

As for the energy above the lowest of the compared OMol25 structures with the same formula, charge and spin: 0.0 kJ/mol. The spin multiplicity is 2. As for the net charge: -1. The gap between HOMO and LUMO (spin up / spin down) is 7.32 / 6.97 eV. Its HOMO energy (spin up / spin down) is -0.1904 / -0.1860 Ha.

=====

The following is a quantum chemistry calculation of a molecular structure, C3H3HgNaO3, from the OMol25 dataset.

```
11
Properties=species:S:1:pos:R:3:forces:R:3:nbo_charge:R:1
O 0.384145 -0.849759 1.519835 0.697 -0.145 0.648 -0.61
C 1.586629 -0.742945 1.825046 -0.235 0.334 -1.314 0.29
C 2.190501 0.520079 2.117308 -0.202 -0.347 0.986 -0.23
H 2.260249 -1.610465 1.701318 -0.266 0.063 0.187 0.15
H 3.277118 0.617119 2.098531 -0.397 0.075 0.010 0.20
H 1.555022 1.279913 2.581635 0.328 0.032 -0.575 0.22
Na -1.410048 0.315509 0.841893 0.130 0.037 0.043 0.91
O -0.707095 2.545847 0.708386 -2.599 -1.782 0.376 -0.69
C -1.976368 2.663301 0.623235 3.517 4.825 -1.203 0.52
O -2.502909 3.787813 0.271938 3.709 -1.841 1.348 -0.83
Hg -4.466671 3.183681 0.086612 -4.682 -1.250 -0.506 0.07
```
Forces are in eV/Å.

As for the energy above the lowest of the compared OMol25 structures with the same formula, charge and spin: 0.0 kJ/mol. The spin multiplicity is 3. As for the net charge: 0. The gap between HOMO and LUMO (spin up / spin down) is 5.92 / 3.35 eV. Its HOMO energy (spin up / spin down) is -0.2350 / -0.2282 Ha.

=====

The following is a quantum chemistry calculation of a molecular structure, C19H19ClN2OPdSTe, from the OMol25 dataset.

```
45
Properties=species:S:1:pos:R:3:forces:R:3:nbo_charge:R:1
Pd 0.452967 -0.471132 -0.674321 -0.050 -0.015 0.009 0.46
C 0.177695 -4.202609 -3.289636 -0.017 0.010 -0.009 -0.70
C -0.109964 -3.326095 -2.103120 -0.034 0.087 0.021 0.71
O 0.123695 -2.121436 -2.153830 0.070 -0.145 -0.038 -0.65
N -0.644865 -3.922995 -1.017423 0.033 0.025 -0.036 -0.59
C -0.989635 -3.188476 0.190603 -0.001 0.039 0.032 -0.28
C 0.205681 -3.005104 1.092222 0.007 -0.014 0.017 0.23
C 0.482605 -3.905832 2.108716 0.006 -0.009 0.011 -0.25
C 1.626726 -3.739404 2.872013 -0.010 0.000 -0.010 -0.15
C 2.464458 -2.675867 2.587783 0.003 0.008 -0.009 -0.25
C 2.110152 -1.810307 1.567507 0.022 0.013 0.001 0.07
N 1.003394 -1.960660 0.839762 -0.052 0.028 -0.024 -0.46
H 1.239766 -4.135137 -3.519892 0.003 0.001 0.003 0.25
H -0.369538 -3.806624 -4.143799 0.003 -0.006 -0.002 0.25
H -0.098448 -5.243497 -3.131539 0.001 -0.002 -0.001 0.21
H -0.743232 -4.922907 -1.022675 -0.018 0.002 -0.018 0.40
H -1.775910 -3.734942 0.709023 0.012 -0.013 0.004 0.22
H -1.382138 -2.211443 -0.092772 -0.008 0.005 0.007 0.26
H -0.200403 -4.723028 2.300643 0.002 -0.002 0.000 0.22
H 1.857971 -4.427903 3.673888 -0.001 -0.001 0.002 0.22
H 3.372291 -2.502817 3.147608 0.000 -0.004 0.004 0.23
H 2.723878 -0.953233 1.323042 -0.006 0.001 -0.001 0.22
Cl -1.645058 -0.382230 2.149302 0.012 -0.001 -0.007 -0.05
C -1.633929 1.299799 1.655214 -0.010 -0.003 0.010 -0.02
C -2.752918 2.049604 1.969332 -0.007 0.027 -0.003 -0.24
C -2.780254 3.398430 1.649227 -0.004 -0.026 0.007 -0.22
C -1.674953 3.973001 1.041714 0.022 -0.005 -0.010 -0.23
C -0.567140 3.199618 0.735615 -0.018 0.047 -0.002 -0.13
C -0.518224 1.829497 1.005122 0.024 -0.040 -0.010 -0.09
C 0.693439 1.032363 0.661179 0.014 0.000 -0.051 -0.57
H -3.588827 1.576242 2.465900 0.000 0.000 0.000 0.22
H -3.652871 3.992066 1.887771 -0.002 -0.002 0.003 0.21
H -1.669788 5.028999 0.803020 0.003 0.000 -0.002 0.21
H 0.295682 3.664554 0.277838 0.005 0.000 -0.004 0.21
H 1.048586 0.520122 1.560193 0.002 -0.016 -0.010 0.19
H 1.478687 1.691507 0.293607 -0.011 0.048 0.045 0.21
Te -0.067487 1.014766 -2.692645 -0.005 -0.043 0.068 0.04
C 0.494832 2.990884 -2.307786 0.015 0.012 0.007 -0.50
C -0.297343 4.103496 -2.357797 0.006 -0.002 -0.014 -0.30
C 0.404489 5.309773 -2.082249 -0.009 -0.005 0.004 -0.27
C 1.724467 5.096913 -1.821164 -0.004 -0.007 -0.006 -0.45
S 2.113895 3.433029 -1.940496 0.002 0.006 0.005 0.44
H -1.357113 4.051528 -2.562942 -0.002 -0.001 0.003 0.23
H -0.054115 6.288757 -2.073631 0.000 0.000 0.003 0.22
H 2.478797 5.828726 -1.580127 0.001 0.000 0.003 0.23
```
Forces are in eV/Å.

As for the energy above the lowest of the compared OMol25 structures with the same formula, charge and spin: 1.7 kJ/mol. As for the net charge: 0. The gap between HOMO and LUMO is 6.55 eV. Its HOMO energy is -0.2394 Ha.

=====

Q: What is the net charge in the first record?
A: -2